No. 1
ORCA calculation (ωB97M-V with the def2-TZVPD basis set) on a structure of composition C42H97BrCl2N10O8.

Gap between HOMO and LUMO   0.98 eV
Net charge   +4
Molar mass   1021.11 u

The geometry in XYZ format:
```
160
Properties=species:S:1:pos:R:3:mulliken_charge:R:1
C 19.7063 13.6848 22.1772 -0.994
C 18.2676 13.1998 22.1155 -0.552
N 17.8550 12.9183 20.7199 0.253
C 17.8038 11.6744 20.0938 -0.405
C 17.4502 11.8379 18.7806 -0.273
N 17.2232 13.1768 18.6223 0.267
C 17.5033 13.8256 19.7919 -0.540
C 16.7560 13.9310 17.4539 -0.898
H 19.8443 14.6343 21.6795 0.294
H 20.3426 12.9681 21.6896 0.345
H 19.9995 13.7381 23.2526 0.347
H 17.5519 13.8495 22.5433 0.415
H 18.2794 12.2238 22.5833 0.250
H 18.0755 10.8541 20.7283 0.392
H 17.4963 11.2259 17.8738 0.373
H 17.3167 14.9069 19.8119 0.456
H 15.7982 14.4135 17.6644 0.364
H 16.7360 13.2141 16.5709 0.247
H 17.4892 14.7384 17.2366 0.372
C 4.6807 29.7094 9.9757 -1.099
C 4.8655 29.9661 11.4876 -0.431
N 5.1572 28.7587 12.3337 0.070
C 4.5551 27.5654 12.1633 -0.231
C 5.0971 26.7363 13.1264 -0.593
N 6.0599 27.4855 13.7693 0.109
C 6.0623 28.6977 13.2321 0.164
C 7.0036 26.9795 14.7170 -0.857
H 3.6745 29.3375 9.6856 0.373
H 5.5783 29.0642 9.6185 0.302
H 4.7172 30.6928 9.5386 0.377
H 4.0731 30.4846 11.9860 0.352
H 5.7675 30.6117 11.6978 0.316
H 3.8112 27.4645 11.3926 0.417
H 4.8171 25.7406 13.3075 0.454
H 6.6838 29.5721 13.5776 0.291
H 7.6543 27.7768 15.0413 0.322
H 7.4990 26.1209 14.2368 0.346
H 6.4330 26.6085 15.6485 0.318
C 5.4866 9.0546 23.9100 -1.343
C 5.6556 9.2890 22.3831 -0.180
N 4.9080 8.1009 21.4770 0.145
C 4.4752 6.9888 22.0515 -0.556
C 4.1990 5.9826 20.9052 -0.096
N 4.4279 6.5846 19.8173 0.119
C 4.7420 7.9966 20.1827 -0.298
C 4.3337 6.2059 18.3979 -0.725
H 4.4325 9.1795 24.2189 0.381
H 6.0038 9.8262 24.4195 0.409
H 5.9929 8.1934 24.3899 0.388
H 6.7025 9.3232 22.0964 0.317
H 5.2596 10.2494 22.1119 0.351
H 4.2065 6.9143 23.0568 0.450
H 4.0213 4.8945 20.9276 0.401
H 4.9237 8.8706 19.3981 0.287
H 5.1402 6.7567 17.9041 0.275
H 3.4186 6.6466 18.0498 0.362
H 4.2548 5.1387 18.1877 0.314
C 18.2257 26.7339 13.2741 -0.763
O 18.3515 26.8221 14.6597 -0.359
C 18.1117 25.5827 15.2778 -0.748
C 18.8348 25.7080 16.6602 -0.586
N 20.2974 25.7189 16.3794 0.060
H 20.6333 24.7311 16.4003 0.096
H 20.6504 26.0558 15.4668 0.421
C 20.9887 26.4228 17.5230 -0.611
C 22.4585 26.6663 17.2114 -0.653
O 22.9572 25.6246 16.4386 -0.268
C 24.2625 25.8595 16.1562 -0.769
H 19.0828 26.2775 12.7617 0.286
H 18.1184 27.7674 12.9390 0.286
H 17.2775 26.2737 13.0846 0.337
H 18.5228 24.7680 14.7092 0.389
H 17.0617 25.4039 15.3202 0.582
H 18.7463 25.0055 17.4696 0.328
H 18.5529 26.7077 17.0612 0.380
H 20.7662 25.8666 18.4759 0.370
H 20.5516 27.4182 17.6327 0.353
H 23.0239 26.7138 18.2216 0.380
H 22.6209 27.5966 16.6148 0.455
H 24.4051 26.8501 15.7472 0.337
H 24.6506 25.0695 15.4466 0.224
H 24.8719 25.9107 17.0799 0.313
C 22.3304 18.7008 13.5021 -0.192
O 22.1080 19.6393 14.3731 -0.285
C 20.9308 19.1601 15.1962 -0.640
C 19.6968 19.8641 14.6617 0.211
N 18.5368 19.7178 15.7729 0.612
H 18.6884 18.9136 16.4178 -0.122
H 18.7615 20.4443 16.4637 -0.081
C 17.1797 19.7172 15.1021 -0.742
C 16.6521 18.3308 14.6971 -0.428
O 17.7190 17.7116 13.8455 -0.318
C 17.6603 17.9966 12.4803 -0.682
H 21.3450 18.2329 13.1586 0.143
H 23.2309 17.9894 13.7262 0.338
H 16.5417 28.7605 25.2816 -0.620
H 21.1970 19.4713 16.1676 0.018
H 20.6722 18.0650 15.2476 0.472
H 19.5396 19.6020 13.6203 0.320
H 19.7570 21.0310 14.6945 0.103
H 17.1470 20.3878 14.2281 0.389
H 16.5208 20.1039 15.9041 0.387
H 15.7152 18.5159 14.0744 0.380
H 16.3216 17.6322 15.5159 0.300
H 17.1941 18.9783 12.3174 0.350
H 17.0664 17.2248 11.8873 0.223
H 18.6784 17.8084 12.0456 0.218
C 23.0317 17.6668 5.2649 -0.892
O 24.3566 16.8929 4.9087 -0.304
C 24.3550 15.7629 4.0557 -0.651
C 25.8766 15.7117 3.7286 -0.745
N 26.6992 15.5163 4.8933 -0.096
H 27.5364 15.1369 4.3432 0.402
H 26.8667 16.3131 5.5590 0.410
C 26.0921 14.4888 5.8893 -0.716
C 25.4855 15.1134 7.2258 -0.317
O 26.4092 16.2014 7.6097 -0.412
C 27.0265 16.1965 8.9073 -0.883
H 22.9560 18.4102 4.4500 0.291
H 23.4245 18.1154 6.0647 0.328
H 22.3644 16.9229 5.2302 0.405
H 23.7802 15.7051 3.2065 0.602
H 24.0847 14.8701 4.5479 0.310
H 26.2922 16.6848 3.4261 0.420
H 26.1847 14.9746 2.9905 0.385
H 26.7988 13.7532 6.2637 0.435
H 25.3236 13.9695 5.3591 0.358
H 25.6041 14.2610 7.8820 0.476
H 24.4516 15.4900 7.1967 0.226
H 26.4149 15.4942 9.8068 0.237
H 26.6961 17.0827 9.3489 0.371
H 28.0019 15.8008 9.1297 0.360
C 14.4316 21.1299 19.8377 -0.987
O 15.8558 20.9773 19.8857 -0.169
C 16.3908 21.7560 21.0067 -0.714
C 17.9200 22.0055 20.6179 -0.310
N 18.5177 20.7248 19.9474 0.802
H 17.7791 20.0997 19.6038 0.407
H 19.0431 20.9521 19.0746 -0.510
C 19.3491 19.9110 20.9632 -0.956
C 20.9130 19.9516 20.7057 -0.350
O 21.3720 21.1908 21.2127 -0.278
C 22.7493 21.2212 21.1345 -0.810
H 14.0719 20.5650 18.9588 0.247
H 14.1590 22.1740 19.6681 0.362
H 13.9177 20.8626 20.7767 0.348
H 16.4038 21.1886 21.9344 0.327
H 15.8864 22.6951 21.1482 0.466
H 18.4589 22.1396 21.5780 0.353
H 17.9717 22.8054 19.8882 0.114
H 19.0867 18.8365 20.8405 0.314
H 19.1015 20.2495 21.9405 0.453
H 21.1345 19.8135 19.6680 0.257
H 21.3197 19.1344 21.3343 0.475
H 23.2491 20.3969 21.5400 0.368
H 23.0426 22.1470 21.5543 0.287
H 23.1005 21.2261 20.0579 0.270
Cl 22.7256 19.3029 11.5585 -0.331
Cl 19.2431 18.0464 17.7961 -0.671
Br 19.8672 22.3674 17.2847 -0.672
```

No. 2
ORCA calculation (ωB97M-V with the def2-TZVPD basis set) on a cluster of 14 separate species, C43H101BN13O15P2S in total.

Gap between HOMO and LUMO   6.78 eV
Net charge   +1
Molar mass   1145.18 u

The geometry in XYZ format:
```
176
Properties=species:S:1:pos:R:3:mulliken_charge:R:1
C 0.9207 1.0467 0.3207 1.073
C 0.0143 0.5574 -0.3011 -1.130
P -1.1045 -0.1544 -1.3620 0.043
P -1.7148 -2.1596 -0.5972 0.070
S -1.7478 -2.2364 1.3261 -0.265
B -2.7400 0.9518 -1.3874 0.536
O -2.8020 1.9376 -2.2961 -0.591
O -3.6360 0.5791 -0.4843 -0.066
C -4.8485 1.3633 -0.3138 -0.218
C -5.9467 0.4091 0.1151 -1.104
H 1.7983 1.4856 0.7764 0.377
H -0.5414 -0.2583 -2.6439 0.135
H -3.0008 -2.2851 -1.1458 0.116
H -0.8697 -3.0878 -1.2268 0.144
H -2.3206 1.7042 -3.1081 0.256
H -5.1413 1.8482 -1.2388 0.317
H -4.6625 2.0907 0.4696 0.266
H -6.8108 0.9341 0.5022 0.370
H -6.2137 -0.2280 -0.7230 0.295
H -5.5350 -0.2504 0.8774 0.315
C -1.3147 2.1650 -5.1921 0.322
O -1.6049 1.0031 -4.8878 -0.772
N -0.9520 2.5553 -6.4052 0.167
C -0.6247 3.9390 -6.7064 -0.886
C -0.8817 1.5641 -7.4756 -1.051
H -1.3411 2.9836 -4.4540 0.195
H -1.2977 4.3203 -7.4744 0.326
H 0.4016 4.0057 -7.0689 0.329
H -0.7251 4.5509 -5.8128 0.338
H -1.8574 1.1000 -7.6121 0.309
H -0.1676 0.7900 -7.2028 0.329
H -0.5728 2.0351 -8.4037 0.431
C 3.9575 1.8474 2.2912 0.236
O 3.4812 2.2732 1.2366 -0.785
N 4.0842 2.5632 3.4023 0.164
C 4.6643 2.0127 4.6211 -0.892
C 3.6311 3.9461 3.3997 -0.937
H 4.3313 0.8172 2.3898 0.362
H 3.9311 2.0565 5.4276 0.364
H 5.5462 2.5832 4.9059 0.266
H 4.9603 0.9791 4.4663 0.302
H 2.5672 3.9918 3.1664 0.271
H 4.1701 4.5144 2.6423 0.304
H 3.8074 4.3842 4.3774 0.393
C 8.7729 2.1328 5.2159 0.334
O 7.7664 1.5432 5.5859 -0.634
N 9.1730 3.3189 5.6992 0.109
C 10.3793 3.9760 5.2245 -0.769
C 8.3721 3.9583 6.7281 -0.883
H 9.4436 1.7339 4.4428 0.108
H 11.0712 4.1210 6.0572 0.338
H 10.1265 4.9492 4.7983 0.334
H 10.8613 3.3711 4.4604 0.202
H 8.3004 3.3140 7.6048 0.294
H 7.3609 4.1412 6.3608 0.213
H 8.8304 4.9028 7.0085 0.394
C -4.6209 -3.6189 6.2195 -0.141
O -4.9010 -4.7615 6.5171 -0.601
N -4.2619 -3.2088 4.9880 0.159
C -3.9308 -1.8286 4.6979 -0.845
C -4.2050 -4.1905 3.9162 -0.898
H -4.6327 -2.7991 6.9597 0.489
H -4.6080 -1.4359 3.9364 0.335
H -2.9046 -1.7634 4.3284 0.246
H -4.0226 -1.2212 5.5962 0.336
H -5.1836 -4.6517 3.7827 0.313
H -3.4903 -4.9744 4.1688 0.287
H -3.9010 -3.7059 2.9919 0.292
C 11.3446 1.2800 1.8822 0.084
O 10.8902 2.1621 2.5969 -0.625
N 10.6117 0.4872 1.0940 0.184
C 11.2073 -0.5505 0.2633 -0.854
C 9.1706 0.6712 1.0715 -0.959
H 12.4237 1.0642 1.8328 0.311
H 10.9799 -0.3565 -0.7861 0.331
H 10.8106 -1.5245 0.5360 0.401
H 12.2855 -0.5657 0.3934 0.161
H 8.9266 1.6839 0.7477 0.302
H 8.7566 0.5252 2.0701 0.273
H 8.7269 -0.0468 0.3872 0.364
C 0.9659 -0.0918 -9.6904 -0.078
O 0.3168 0.4880 -10.5407 -0.627
N 2.3015 -0.2169 -9.6839 0.171
C 3.0020 -0.9170 -8.6273 -1.000
C 3.0704 0.3682 -10.7788 -0.901
H 0.4858 -0.5808 -8.8244 0.464
H 3.7015 -0.2433 -8.1278 0.332
H 3.5604 -1.7599 -9.0384 0.347
H 2.2907 -1.2934 -7.8941 0.356
H 2.8996 1.4406 -10.8299 0.280
H 2.7578 -0.0749 -11.7243 0.300
H 4.1286 0.1816 -10.6212 0.359
C 12.7006 -3.8321 -1.5461 0.129
O 12.0528 -3.2155 -0.7187 -0.571
N 14.0406 -3.9098 -1.5609 0.096
C 14.7607 -4.6627 -2.5703 -0.916
C 14.7891 -3.2146 -0.5263 -0.874
H 12.2243 -4.3923 -2.3679 0.263
H 15.3539 -5.4494 -2.1014 0.336
H 15.4276 -4.0030 -3.1280 0.337
H 14.0585 -5.1194 -3.2638 0.291
H 14.5011 -3.5845 0.4578 0.296
H 14.5756 -2.1459 -0.5636 0.238
H 15.8527 -3.3761 -0.6775 0.371
C -9.5320 -0.4349 -2.0478 0.599
O -8.4670 -0.9084 -1.6783 -0.623
N -9.6785 0.7801 -2.5917 0.150
C -10.9752 1.2856 -3.0140 -0.777
C -8.5026 1.6113 -2.7620 -0.830
H -10.4807 -0.9793 -1.9611 -0.233
H -10.9563 1.5068 -4.0819 0.353
H -11.2080 2.2002 -2.4636 0.347
H -11.7534 0.5514 -2.8237 0.150
H -7.7753 1.1085 -3.4023 0.277
H -8.0316 1.7987 -1.7948 0.131
H -8.7899 2.5569 -3.2134 0.402
C -0.0682 -2.3159 8.2110 0.095
O 1.0229 -1.9315 8.5928 -0.579
N -0.5181 -3.5728 8.3325 0.157
C -1.8264 -3.9760 7.8502 -0.729
C 0.3405 -4.5605 8.9680 -0.950
H -0.7904 -1.6418 7.7186 0.243
H -2.4311 -4.3573 8.6739 0.362
H -1.7230 -4.7583 7.0964 0.386
H -2.3330 -3.1240 7.4064 0.045
H 0.5754 -4.2520 9.9868 0.277
H 1.2769 -4.6532 8.4172 0.300
H -0.1659 -5.5213 8.9876 0.391
C -12.6115 -2.2565 -0.7547 0.238
O -12.6569 -1.0610 -0.5145 -0.638
N -13.2208 -3.2013 -0.0241 0.100
C -13.1365 -4.6103 -0.3589 -0.927
C -13.9893 -2.7927 1.1413 -0.935
H -12.0579 -2.6672 -1.6154 0.252
H -14.1331 -5.0125 -0.5482 0.351
H -12.6819 -5.1655 0.4632 0.342
H -12.5291 -4.7439 -1.2510 0.291
H -14.7903 -2.1157 0.8441 0.273
H -13.3467 -2.2680 1.8482 0.299
H -14.4155 -3.6700 1.6198 0.388
C -14.9340 0.4143 -4.2285 0.094
O -13.7802 0.0300 -4.3127 -0.529
N -15.5042 0.8828 -3.1081 0.179
C -16.8728 1.3592 -3.0796 -0.936
C -14.7138 0.9052 -1.8838 -0.728
H -15.6156 0.4172 -5.0959 0.228
H -16.9009 2.4060 -2.7716 0.327
H -17.4629 0.7695 -2.3755 0.331
H -17.3181 1.2728 -4.0683 0.295
H -13.8237 1.5175 -2.0275 0.166
H -14.3939 -0.0987 -1.6297 0.192
H -15.3067 1.3144 -1.0699 0.386
C 4.6287 4.3364 -10.4424 0.114
O 4.2853 3.3701 -11.0947 -0.561
N 3.7868 5.1090 -9.7304 0.133
C 4.2434 6.2568 -8.9712 -0.925
C 2.3735 4.7726 -9.7338 -0.877
H 5.6788 4.6675 -10.3837 0.261
H 4.0063 6.1291 -7.9128 0.330
H 3.7603 7.1660 -9.3334 0.333
H 5.3200 6.3670 -9.0773 0.297
H 2.2260 3.7645 -9.3405 0.187
H 1.9818 4.7962 -10.7507 0.329
H 1.8306 5.4875 -9.1199 0.374
C 5.4008 -2.7417 9.3038 0.111
O 6.5246 -3.1998 9.2203 -0.610
N 4.8652 -2.2223 10.4219 0.136
C 3.5121 -1.6952 10.4508 -0.879
C 5.6735 -2.1950 11.6283 -0.969
H 4.7082 -2.7165 8.4445 0.301
H 3.5294 -0.6401 10.7338 0.333
H 2.9139 -2.2461 11.1798 0.311
H 3.0491 -1.7910 9.4780 0.320
H 6.5808 -1.6138 11.4606 0.285
H 5.9690 -3.2071 11.9067 0.296
H 5.1006 -1.7487 12.4368 0.381
```